Record 1
# C2H6NO5

3 unconnected molecules or ions with the total composition C2H6NO5 at a distorted geometry (wB97M-V/def2-TZVPD, OMol25).

Results
**Kohn-Sham gap**: 0.3143 Eh
**Relative energy (zero: lowest compared OMol25 entry of this formula, charge and spin)**: 1.3241 eV
**HOMO level**: -4.970 eV
**Charge**: -1

Positions of all 14 atoms, in Å:
O -2.40612 -1.64917 -1.53774
O 1.85284 2.98570 -0.42822
O 0.61027 1.59082 4.88650
O -0.11312 -1.80982 0.27132
O 0.86747 0.19483 0.04426
N -0.30220 -0.69889 -1.71580
C 0.19601 -0.78962 -0.34188
C -1.48931 -1.20835 -2.19069
H -1.58846 -1.18108 -3.28789
H 1.18887 1.51788 4.10358
H 1.79304 2.88547 -1.38961
H -0.17163 1.31797 4.41440
H 1.63513 2.05623 -0.23909
H 0.31221 -0.39521 -2.44825

Forces on atoms 1 to 6 (eV/Å):
-0.2152 0.0177 0.0438
-0.0191 -0.5471 -0.8323
0.6635 -0.0813 -1.0385
0.0271 0.0620 -0.2150
0.2161 0.2302 -0.5817
-1.1868 -0.5141 -1.2417

---

Record 2
# C2H6NOS

2 unconnected molecules or ions with the total composition C2H6NOS at a distorted geometry (wB97M-V/def2-TZVPD, OMol25).

Results
**Kohn-Sham gap**: 0.2504 Eh
**Relative energy (zero: lowest compared OMol25 entry of this formula, charge and spin)**: 1.9419 eV
**HOMO level**: -2.632 eV
**Charge**: -1

Positions of all 11 atoms, in Å:
S 1.34404 -0.10133 1.29954
O -1.30715 1.56660 -2.37296
N 0.54147 0.91741 -1.39932
C 0.04578 -1.38783 1.63430
C -0.71374 1.46949 -1.33943
H -0.04183 -1.55694 2.76339
H 1.24504 0.68248 -0.64372
H 0.31537 -2.26077 1.05928
H 0.57369 0.05254 -1.88220
H -1.14552 1.54914 -0.39976
H -0.85716 -0.93080 1.28088

Forces on atoms 1 to 6 (eV/Å):
0.5014 -0.3939 1.0630
-2.1286 0.8271 -1.4096
1.9693 0.0547 0.7422
0.9411 1.0849 1.2472
2.7593 -2.3664 -1.2091
0.1136 -0.1229 -1.6229

---

Record 3
# C2H6NOS2

2 unconnected molecules or ions with the total composition C2H6NOS2 at a distorted geometry (wB97M-V/def2-TZVPD, OMol25).

Results
**Kohn-Sham gap**: 0.3180 Eh
**Relative energy (zero: lowest compared OMol25 entry of this formula, charge and spin)**: 0.2406 eV
**HOMO level**: -13.822 eV
**Charge**: +1

Positions of all 12 atoms, in Å:
S -0.05430 -0.12560 -2.79405
S 0.68460 1.71391 -3.43154
O 0.73479 1.16154 -0.75369
N -0.84253 -1.45235 1.09981
C 0.88611 2.27461 -1.66150
C 0.10498 0.10186 -1.13470
H -1.76388 -1.16354 1.49765
H 1.85930 2.63138 -1.51442
H -0.98736 -2.48341 1.20784
H -0.20469 -0.73477 -0.40816
H 0.01389 -1.07908 1.66891
H 0.04872 2.98523 -1.42762

Forces on atoms 1 to 6 (eV/Å):
-0.5276 0.0081 0.4238
0.1642 -0.3650 0.7697
-0.5946 -0.3445 0.7681
0.1892 -0.4545 1.2716
-2.3671 -0.1817 -0.5135
0.9769 -0.0867 -1.7447

---

Record 4
# C2H6NS

2 unconnected molecules or ions with the total composition C2H6NS at a distorted geometry (wB97M-V/def2-TZVPD, OMol25).

Results
**Expectation value of S²**: 0.753
**Kohn-Sham gap (alpha / beta)**: 0.3680 / 0.2421 Eh
**Relative energy (zero: lowest compared OMol25 entry of this formula, charge and spin)**: 1.7584 eV
**HOMO level (alpha / beta)**: -9.174 / -9.181 eV
**Charge**: 0
**Multiplicity**: 2

Positions of all 10 atoms, in Å:
S -0.95734 -1.18261 -1.75907
N 0.73784 1.30248 1.59612
C -0.34546 0.75353 0.81093
C 1.87277 0.73788 1.53047
H 2.49510 0.92780 2.40425
H -0.00217 0.43071 -0.17738
H -2.15089 -1.73007 -2.08200
H -1.17265 1.44204 0.64374
H 2.23055 0.39072 0.55251
H -0.72913 -0.18159 1.22272

Forces on atoms 1 to 6 (eV/Å):
-0.2680 -0.3163 -0.3039
-0.8697 -1.5588 1.7279
0.3544 0.2669 -1.5610
-0.5596 2.0151 -0.4895
0.6782 -0.0565 -0.5559
0.1864 0.2016 -0.2590

---

Record 5
# C2H6NS

2 unconnected molecules or ions with the total composition C2H6NS at a distorted geometry (wB97M-V/def2-TZVPD, OMol25).

Results
**Kohn-Sham gap**: 0.2286 Eh
**Relative energy (zero: lowest compared OMol25 entry of this formula, charge and spin)**: 1.3231 eV
**HOMO level**: -12.251 eV
**Charge**: +1

Positions of all 10 atoms, in Å:
S 0.61040 2.25996 0.86720
N -1.35730 -1.91646 0.28791
C -1.15910 -1.06163 -0.65999
C 2.06667 2.21290 0.19743
H -0.89067 -2.02756 1.23820
H -1.78195 -1.09187 -1.57423
H 2.70267 3.10832 0.08473
H -2.05417 -2.65803 0.20742
H 2.51777 1.34769 -0.10344
H -0.65432 -0.17332 -0.54523

Forces on atoms 1 to 6 (eV/Å):
0.0246 -0.1082 -0.2148
0.5038 -0.2704 0.5758
-2.8571 -1.8692 0.5110
-0.6164 2.6379 0.9186
-0.2431 1.1431 -1.6556
0.4032 -0.6015 0.5664

---

Record 6
# C2H6NaO2

A molecular structure, C2H6NaO2 at a distorted geometry (wB97M-V/def2-TZVPD, OMol25).

Results
**Expectation value of S²**: 0.757
**Kohn-Sham gap (alpha / beta)**: 0.2797 / 0.2507 Eh
**Relative energy (zero: lowest compared OMol25 entry of this formula, charge and spin)**: 2.4604 eV
**HOMO level (alpha / beta)**: -8.490 / -7.617 eV
**Charge**: 0
**Multiplicity**: 2

Positions of all 11 atoms, in Å:
Na 1.58261 -0.62604 1.77891
O -2.06912 1.25634 1.79100
O 1.54662 0.90997 0.26160
C -1.16319 -0.58708 0.51338
C -1.02620 0.90408 0.67743
H -0.19764 1.57718 0.95692
H -1.52221 -1.10644 1.41405
H -1.96188 -0.87937 -0.18527
H -2.24481 2.19916 1.73004
H -1.72062 0.98390 -0.28003
H -0.51026 -1.59879 0.27280

Forces on atoms 1 to 6 (eV/Å):
-0.0918 0.3862 -0.4482
1.2535 -1.1433 -0.9336
0.3350 -0.2762 0.4068
0.4162 -5.7126 0.9441
-4.5890 0.8313 -0.7357
0.2118 -1.0846 -1.1744

---

Number 1: electronic energy -510.86625 a.u.. Number 2: electronic energy -607.99506 a.u.. Number 3: electronic energy -1005.86233 a.u.. Number 4: electronic energy -532.62529 a.u.. Number 5: electronic energy -532.40183 a.u.. Number 6: electronic energy -392.38405 a.u..